Record 1
{"formula": "C8H10ClNO", "method": "ωB97M-V/def2-TZVPD", "homo_energy_ev": [-7.72, -6.87], "multiplicity": 1, "relative_energy_kcal_mol": 122.0, "homo_lumo_gap_ev": [8.09, 6.55], "total_energy_ev": -24512.2322, "symbols": ["C", "C", "C", "C", "C", "C", "C", "C", "N", "O", "Cl", "H", "H", "H", "H", "H", "H", "H", "H", "H", "H"], "xyz": [[-0.680, -1.875, -0.507], [2.723, 0.359, 1.327], [2.036, -0.743, 1.129], [-2.459, 1.421, -0.995], [-0.136, 0.521, -0.431], [-1.499, 0.959, 0.082], [-2.687, 0.083, -0.334], [1.676, -1.248, -0.223], [0.200, -0.948, -0.402], [-1.017, -3.007, -0.540], [-4.097, 0.035, 0.682], [2.915, 0.775, 2.376], [3.124, 0.913, 0.491], [1.614, -1.114, 2.082], [-3.204, 2.179, -0.795], [-1.987, 1.391, -1.972], [-0.084, 0.819, -1.527], [0.767, 1.000, 0.076], [-1.390, 1.486, 1.015], [2.098, -2.300, -0.392], [2.088, -0.706, -1.143]], "forces_ev_per_a": [[-2.679, -0.118, -0.023], [1.001, 1.301, 1.439], [0.005, 0.372, 1.107], [0.292, -1.062, -0.162], [1.171, 0.679, -1.460], [0.237, -0.671, 0.072], [2.057, 0.462, 0.019], [0.523, -0.183, -1.638], [0.349, -0.723, 0.424], [1.046, 0.998, -0.003], [-0.010, -0.312, 0.274], [-0.299, -0.695, -1.711], [0.222, 0.179, -0.033], [-0.062, -0.751, -1.079], [0.181, 0.150, -0.035], [-0.425, 0.326, -0.205], [0.193, -0.435, 1.150], [-1.639, -0.411, -0.537], [-0.597, 0.063, 0.353], [-1.751, 1.012, 0.306], [0.184, -0.181, 1.742]]}

=====

Record 2
{"formula": "C4H13NO", "method": "ωB97M-V/def2-TZVPD", "homo_energy_ev": -8.28, "smiles": "CCNCC.O", "multiplicity": 1, "relative_energy_kcal_mol": 19.3, "homo_lumo_gap_ev": 9.25, "total_energy_ev": -7895.8252, "symbols": ["C", "C", "N", "C", "C", "H", "H", "H", "H", "H", "H", "H", "H", "H", "H", "H", "O", "H", "H"], "xyz": [[0.928, 2.436, -0.997], [0.797, 1.277, 0.020], [0.652, -0.050, -0.538], [-0.662, -0.467, -0.967], [-0.908, -1.978, -0.714], [-0.082, 2.719, -1.337], [1.352, 2.059, -1.935], [1.387, 3.296, -0.515], [1.708, 1.301, 0.613], [-0.064, 1.454, 0.664], [1.430, -0.320, -1.119], [-1.393, 0.116, -0.420], [-0.899, -0.283, -2.029], [0.062, -2.462, -0.626], [-1.442, -2.197, 0.203], [-1.443, -2.391, -1.565], [-0.630, -0.906, 2.855], [-1.231, -1.614, 2.582], [0.240, -1.313, 2.855]], "forces_ev_per_a": [[-1.588, -0.737, -0.238], [0.343, 0.326, -0.619], [-0.130, 0.065, 0.604], [-0.218, -0.670, -0.292], [0.424, 0.565, -0.375], [0.150, 0.209, 0.269], [0.761, 0.398, 0.386], [0.295, 0.042, -0.474], [0.020, -0.172, 0.358], [0.163, -0.006, 0.226], [-0.160, -0.058, -0.238], [-0.096, 0.175, 0.249], [0.316, 0.145, 0.065], [0.064, -0.180, -0.146], [-0.202, 0.130, 0.145], [-0.121, -0.280, 0.100], [-0.336, -0.207, -0.025], [0.220, 0.252, 0.089], [0.095, 0.003, -0.085]]}

=====

Record 3
{"formula": "C71H63BrN6O7Ti", "method": "ωB97M-V/def2-TZVPD", "homo_energy_ev": -7.46, "multiplicity": 1, "relative_energy_kcal_mol": 7.2, "homo_lumo_gap_ev": 8.03, "total_energy_ev": -191082.3753, "symbols": ["Ti", "O", "C", "C", "C", "C", "C", "C", "C", "C", "C", "O", "C", "C", "C", "C", "C", "C", "C", "C", "C", "C", "C", "C", "N", "C", "C", "C", "C", "C", "C", "C", "C", "C", "C", "C", "C", "H", "H", "H", "H", "H", "H", "H", "H", "H", "H", "H", "H", "H", "H", "H", "H", "H", "H", "H", "H", "H", "H", "H", "H", "H", "H", "H", "O", "C", "C", "C", "C", "C", "C", "C", "O", "N", "N", "C", "C", "Br", "C", "C", "C", "C", "C", "C", "C", "H", "H", "H", "H", "H", "H", "H", "H", "H", "H", "H", "H", "H", "H", "C", "O", "C", "C", "C", "C", "C", "C", "N", "C", "N", "C", "C", "C", "C", "C", "C", "O", "C", "N", "C", "C", "C", "C", "C", "C", "O", "C", "H", "H", "H", "H", "H", "H", "H", "H", "H", "H", "H", "H", "H", "H", "H", "H", "H", "H", "H", "H", "H", "H"], "xyz": [[1.233, -0.245, -0.897], [1.083, 1.240, -1.787], [1.356, 1.983, -2.969], [2.854, 2.400, -2.942], [3.773, 1.264, -3.283], [4.478, 1.233, -4.479], [5.310, 0.156, -4.728], [5.378, -0.868, -3.798], [4.607, -0.789, -2.642], [4.640, -1.887, -1.600], [3.281, -2.563, -1.236], [2.298, -1.575, -1.075], [2.767, -3.560, -2.293], [3.188, -3.546, -3.617], [2.642, -4.424, -4.547], [1.649, -5.315, -4.171], [1.209, -5.326, -2.853], [1.767, -4.462, -1.925], [3.497, -3.300, 0.094], [2.717, -3.032, 1.213], [2.930, -3.718, 2.403], [3.914, -4.690, 2.482], [4.681, -4.978, 1.361], [4.474, -4.289, 0.176], [3.848, 0.280, -2.390], [1.086, 1.108, -4.213], [1.159, -0.281, -4.138], [0.974, -1.071, -5.262], [0.714, -0.482, -6.490], [0.642, 0.901, -6.580], [0.826, 1.689, -5.451], [0.427, 3.198, -3.029], [0.800, 4.431, -3.555], [-0.134, 5.448, -3.719], [-1.459, 5.243, -3.374], [-1.836, 4.024, -2.827], [-0.898, 3.024, -2.637], [3.057, 2.749, -1.927], [3.033, 3.210, -3.640], [4.376, 2.042, -5.193], [5.896, 0.112, -5.637], [6.025, -1.724, -3.958], [5.010, -1.455, -0.669], [5.334, -2.663, -1.917], [3.940, -2.845, -3.948], [2.990, -4.400, -5.573], [1.215, -5.990, -4.898], [0.421, -6.002, -2.544], [1.415, -4.482, -0.901], [1.938, -2.291, 1.154], [2.309, -3.492, 3.264], [4.079, -5.228, 3.408], [5.436, -5.754, 1.405], [5.068, -4.539, -0.695], [1.351, -0.772, -3.193], [1.030, -2.149, -5.169], [0.562, -1.096, -7.369], [0.426, 1.373, -7.531], [0.752, 2.765, -5.541], [1.819, 4.625, -3.861], [0.181, 6.401, -4.129], [-2.193, 6.027, -3.521], [-2.863, 3.853, -2.536], [-1.197, 2.096, -2.168], [-1.507, -3.644, -1.446], [-2.051, -3.109, -2.565], [-2.681, -3.973, -3.454], [-3.277, -3.484, -4.605], [-3.246, -2.125, -4.895], [-2.617, -1.264, -4.008], [-2.029, -1.735, -2.841], [-1.415, -0.742, -1.878], [-0.264, -1.221, -1.270], [-2.402, -0.403, -0.822], [-2.280, -1.042, 0.337], [-3.214, -1.002, 1.206], [-3.170, -1.830, 2.412], [-1.899, -3.255, 2.395], [-4.005, -1.768, 3.450], [-5.003, -0.714, 3.711], [-6.205, -1.059, 4.334], [-7.162, -0.100, 4.623], [-6.934, 1.233, 4.304], [-5.735, 1.594, 3.703], [-4.775, 0.633, 3.419], [-0.988, -2.962, -0.996], [-2.703, -5.032, -3.216], [-3.769, -4.169, -5.286], [-3.701, -1.740, -5.798], [-2.561, -0.200, -4.224], [-1.207, 0.169, -2.437], [-3.321, -0.119, -1.130], [-4.120, -0.413, 1.050], [-3.969, -2.569, 4.180], [-6.395, -2.099, 4.582], [-8.088, -0.387, 5.108], [-7.675, 1.988, 4.538], [-5.539, 2.635, 3.470], [-3.819, 0.933, 3.010], [-1.420, -1.882, 5.527], [-1.581, -0.720, 4.731], [-1.581, 0.492, 5.342], [-1.478, 0.673, 6.714], [-1.537, 1.947, 7.267], [-1.719, 3.048, 6.449], [-1.815, 2.862, 5.075], [-1.727, 1.600, 4.504], [-1.896, 1.467, 3.094], [-0.863, 1.228, 2.175], [0.025, 0.249, 2.551], [1.425, 0.334, 2.286], [1.947, 0.311, 1.000], [3.343, 0.471, 0.881], [4.172, 0.572, 1.976], [3.641, 0.526, 3.260], [2.271, 0.426, 3.410], [1.657, 0.414, 4.626], [2.495, 0.533, 5.759], [-0.776, 1.860, 1.060], [-1.706, 2.903, 0.862], [-3.047, 2.586, 0.600], [-4.036, 3.547, 0.465], [-3.691, 4.887, 0.583], [-2.370, 5.228, 0.806], [-1.367, 4.266, 0.939], [-0.139, 4.802, 1.152], [1.026, 3.996, 1.325], [-1.394, -2.716, 4.832], [-2.255, -2.001, 6.221], [-0.480, -1.854, 6.086], [-1.367, -0.181, 7.369], [-1.456, 2.066, 8.340], [-1.782, 4.046, 6.865], [-1.958, 3.716, 4.419], [-2.482, 2.208, 2.741], [-0.203, -0.151, 3.449], [3.785, 0.509, -0.105], [5.243, 0.673, 1.843], [4.297, 0.585, 4.116], [3.190, -0.309, 5.833], [1.840, 0.540, 6.626], [3.059, 1.469, 5.741], [-3.295, 1.534, 0.512], [-5.063, 3.250, 0.288], [-4.439, 5.666, 0.491], [-2.068, 6.267, 0.886], [1.855, 4.701, 1.367], [1.167, 3.301, 0.506], [0.992, 3.436, 2.261]], "forces_ev_per_a": [[-0.341, 0.387, 1.606], [0.078, 1.557, -1.715], [0.079, 0.076, -0.186], [-0.168, -0.231, 0.152], [0.023, 0.039, 0.031], [0.032, 0.023, -0.055], [-0.023, -0.003, 0.040], [0.101, -0.028, -0.010], [-0.057, -0.030, 0.004], [-0.351, 0.227, -0.096], [0.217, -0.175, -0.119], [1.507, -1.729, -0.288], [-0.151, 0.163, 0.055], [0.075, -0.027, 0.036], [-0.006, -0.004, -0.010], [-0.001, 0.011, 0.004], [-0.027, 0.032, 0.040], [-0.001, 0.077, -0.006], [-0.157, 0.003, -0.035], [0.123, -0.067, -0.086], [-0.030, -0.013, -0.032], [-0.016, 0.024, 0.029], [0.025, -0.013, -0.044], [0.015, -0.021, 0.055], [-0.022, -0.137, 0.087], [0.020, -0.119, 0.207], [-0.060, 0.172, -0.025], [-0.027, -0.065, -0.009], [0.019, 0.033, 0.001], [-0.007, 0.001, -0.016], [0.018, -0.001, -0.044], [-0.031, -0.007, 0.215], [0.015, 0.004, 0.013], [-0.010, -0.010, -0.016], [-0.008, 0.017, 0.001], [0.018, 0.059, 0.083], [-0.040, 0.003, 0.012], [0.037, 0.078, -0.038], [-0.014, 0.019, -0.046], [0.016, -0.035, 0.042], [-0.010, -0.010, 0.005], [-0.059, 0.031, -0.017], [0.073, 0.005, 0.001], [0.078, -0.019, 0.047], [-0.013, -0.024, 0.001], [-0.003, 0.006, 0.023], [0.020, 0.014, 0.021], [0.021, 0.025, -0.013], [-0.002, 0.007, -0.008], [-0.055, 0.082, 0.055], [0.035, -0.004, -0.031], [-0.008, 0.004, -0.024], [0.003, 0.034, 0.000], [-0.018, -0.017, -0.001], [0.063, -0.118, -0.256], [-0.027, 0.022, 0.020], [-0.005, 0.008, 0.022], [0.023, -0.012, 0.037], [-0.015, -0.005, 0.013], [-0.044, 0.003, 0.008], [-0.005, -0.043, 0.015], [0.037, -0.024, 0.021], [-0.051, 0.004, 0.081], [-0.006, 0.021, 0.004], [-0.110, -0.110, -0.159], [-0.086, 0.075, 0.002], [-0.023, -0.115, 0.000], [-0.003, 0.048, -0.034], [-0.026, 0.013, 0.001], [0.068, -0.031, -0.013], [0.317, -0.157, 0.015], [-0.713, -0.316, 0.233], [-0.813, 0.089, -0.031], [0.664, 0.346, 0.212], [-0.200, -0.444, 0.035], [0.053, -0.034, -0.044], [-0.022, -0.033, -0.242], [-0.049, 0.066, -0.341], [-0.194, 0.044, -0.033], [-0.045, 0.040, 0.043], [-0.064, -0.070, -0.014], [-0.012, 0.048, 0.026], [0.088, -0.038, -0.018], [-0.088, -0.027, 0.066], [-0.071, 0.000, -0.081], [0.102, 0.161, 0.149], [0.023, 0.079, -0.026], [0.029, 0.008, 0.033], [0.013, -0.029, 0.013], [-0.006, -0.044, -0.009], [-0.037, 0.156, -0.054], [-0.156, -0.064, -0.104], [-0.103, -0.083, 0.052], [0.024, 0.029, -0.005], [0.024, 0.042, 0.009], [0.034, -0.019, -0.036], [-0.012, -0.025, -0.009], [0.018, -0.034, -0.004], [-0.428, -0.301, -0.007], [0.103, -0.016, 0.139], [0.272, 0.003, 0.075], [-0.118, -0.088, 0.131], [0.051, -0.061, 0.141], [-0.038, 0.021, -0.119], [-0.005, -0.025, -0.006], [0.060, 0.051, -0.040], [0.115, 0.199, -0.080], [0.579, 0.002, 0.126], [0.029, 0.051, 0.075], [0.190, 0.130, 0.089], [-0.330, 0.018, -0.208], [0.210, 0.031, 0.500], [-0.206, 0.119, -0.075], [0.038, 0.054, 0.031], [0.078, -0.024, -0.086], [0.041, 0.030, -0.114], [-0.135, -0.038, 0.210], [-0.093, 0.012, 0.116], [0.046, -0.213, 0.092], [-0.021, 0.082, -0.135], [-0.049, 0.010, -0.165], [-0.009, -0.043, 0.026], [0.048, 0.033, -0.074], [-0.042, 0.069, -0.037], [-0.045, -0.024, -0.055], [0.165, -0.063, 0.074], [0.014, 0.076, 0.072], [-0.033, 0.090, 0.144], [-0.016, 0.025, 0.032], [-0.003, 0.070, 0.021], [-0.003, 0.003, -0.046], [-0.005, -0.002, -0.024], [-0.006, -0.043, -0.011], [0.044, -0.041, 0.018], [-0.034, 0.179, -0.022], [0.018, -0.123, -0.067], [0.049, -0.057, -0.065], [-0.010, 0.005, 0.005], [-0.034, 0.003, -0.034], [-0.021, 0.015, -0.013], [-0.071, -0.028, 0.006], [0.007, -0.003, -0.038], [0.072, 0.150, 0.062], [0.038, 0.004, -0.013], [0.027, -0.047, 0.010], [-0.012, -0.056, 0.004], [-0.028, 0.040, -0.026], [0.005, -0.111, -0.128], [-0.030, -0.010, -0.009]]}

=====

- Look up the multiplicity of the second one.
  1